{
  "formula": "C14H19N3OReSSbSe4Si",
  "method": "the ωB97M-V functional and the def2-TZVPD basis",
  "symbols": ["Re", "C", "C", "C", "C", "C", "C", "N", "N", "Si", "C", "C", "C", "H", "H", "H", "H", "H", "H", "H", "H", "H", "H", "H", "H", "H", "H", "H", "O", "N", "C", "C", "C", "C", "C", "S", "H", "H", "H", "H", "Se", "Sb", "Se", "Se", "Se"],
  "coordinates": [[0.568, -1.170, 1.087], [3.788, 0.988, 1.247], [2.437, 1.596, 1.056], [2.268, 2.943, 0.784], [0.981, 3.473, 0.705], [-0.130, 2.672, 0.895], [0.090, 1.328, 1.178], [1.351, 0.836, 1.258], [-0.783, 0.268, 1.330], [-2.568, 0.472, 1.460], [-3.214, 1.190, -0.128], [-3.356, -1.182, 1.762], [-2.835, 1.574, 2.945], [4.062, 1.043, 2.303], [4.538, 1.535, 0.680], [3.805, -0.057, 0.950], [3.136, 3.571, 0.646], [0.850, 4.525, 0.488], [-1.129, 3.065, 0.804], [-2.891, 0.577, -0.971], [-2.923, 2.223, -0.321], [-4.307, 1.156, -0.098], [-3.350, -1.818, 0.870], [-4.406, -0.985, 2.005], [-2.921, -1.749, 2.583], [-2.382, 2.559, 2.863], [-2.435, 1.099, 3.844], [-3.906, 1.723, 3.103], [0.388, -0.623, -0.886], [1.182, -1.062, -1.868], [0.888, -0.644, -3.117], [1.659, -1.057, -4.164], [2.738, -1.907, -3.915], [3.018, -2.299, -2.628], [2.218, -1.856, -1.572], [2.489, -2.236, 0.083], [0.031, 0.006, -3.186], [1.416, -0.723, -5.162], [3.355, -2.253, -4.732], [3.850, -2.948, -2.399], [-2.301, -1.668, -2.919], [-2.192, -3.424, -1.378], [-0.881, -3.260, 0.747], [1.159, -2.073, 3.039], [-3.355, -5.427, -1.270]],
  "de_lowest_ev": 1.396,
  "homo_energy_ev": [-11.140, -11.045],
  "total_charge": 1,
  "energy_ev": -310106.1038,
  "multiplicity": 2
}

{
  "formula": "C10H16O",
  "method": "the ωB97M-V functional and the def2-TZVPD basis",
  "symbols": ["C", "C", "C", "C", "C", "O", "C", "C", "H", "H", "H", "H", "H", "H", "H", "H", "C", "C", "C", "H", "H", "H", "H", "H", "H", "H", "H"],
  "coordinates": [[-1.741, -2.197, 1.520], [-1.424, -0.867, 0.992], [-1.931, -0.795, -0.321], [-2.363, 0.493, -0.776], [-1.909, 1.596, -0.033], [-2.094, 2.960, -0.225], [-1.095, 1.402, 1.104], [-0.748, 0.150, 1.566], [-1.061, -2.926, 1.175], [-2.710, -2.544, 1.066], [-1.868, -2.180, 2.653], [-2.199, -1.663, -0.956], [-2.855, 0.426, -1.751], [-2.347, 3.517, 0.468], [-0.787, 2.388, 1.431], [-0.241, 0.015, 2.549], [3.251, -0.822, -0.370], [1.989, 0.025, -0.583], [2.054, 0.923, -1.795], [2.986, -1.821, -0.951], [3.382, -1.115, 0.640], [4.184, -0.361, -0.844], [1.164, -0.628, -0.553], [1.994, 0.665, 0.387], [2.360, 1.955, -1.704], [2.897, 0.406, -2.367], [1.110, 1.000, -2.320]],
  "de_lowest_ev": 3.359,
  "homo_energy_ev": -8.258,
  "energy_ev": -12674.3662,
  "smiles": "Cc1ccc(O)cc1.CCC"
}

{
  "formula": "C28H35As3Cl3F5N3O5S2Zr",
  "method": "the ωB97M-V functional and the def2-TZVPD basis",
  "symbols": ["Zr", "C", "As", "C", "C", "C", "C", "C", "As", "C", "C", "C", "As", "C", "C", "H", "H", "H", "H", "H", "H", "H", "H", "H", "H", "H", "H", "H", "H", "H", "H", "H", "H", "H", "H", "H", "H", "H", "H", "H", "H", "H", "F", "C", "C", "F", "C", "F", "C", "O", "C", "F", "C", "F", "N", "C", "C", "C", "C", "C", "C", "S", "O", "O", "N", "C", "S", "C", "C", "N", "H", "H", "H", "H", "H", "H", "H", "H", "Cl", "C", "Cl", "Cl", "C", "O", "O"],
  "coordinates": [[-0.535, 0.277, -0.616], [3.643, 1.182, -0.545], [2.378, -0.279, -0.688], [2.693, -0.883, -2.511], [3.373, -1.583, 0.381], [2.628, -2.771, 1.003], [1.785, -2.301, 2.189], [1.745, -3.453, -0.064], [0.017, -2.599, -0.409], [-0.530, -3.453, -2.061], [-1.128, -3.520, 0.861], [3.661, -3.827, 1.448], [5.058, -3.607, 2.858], [3.917, -3.763, 4.448], [5.415, -1.679, 3.007], [4.646, 0.793, -0.722], [3.597, 1.611, 0.456], [3.411, 1.942, -1.286], [3.727, -1.208, -2.615], [2.496, -0.055, -3.192], [2.029, -1.707, -2.766], [3.856, -0.998, 1.163], [4.165, -1.944, -0.281], [1.051, -1.544, 1.891], [2.415, -1.849, 2.953], [1.249, -3.134, 2.648], [1.503, -4.474, 0.239], [2.286, -3.525, -1.011], [-0.531, -4.535, -1.936], [0.153, -3.184, -2.865], [-1.531, -3.104, -2.306], [-0.804, -4.558, 0.927], [-2.154, -3.489, 0.501], [-1.073, -3.063, 1.846], [4.210, -4.156, 0.562], [3.121, -4.710, 1.806], [3.440, -4.743, 4.446], [3.153, -2.990, 4.514], [4.555, -3.702, 5.329], [5.972, -1.323, 2.142], [6.059, -1.571, 3.880], [4.529, -1.062, 3.160], [-5.538, -1.289, 3.570], [-4.744, -1.206, 2.507], [-3.439, -0.769, 2.643], [-2.946, -0.420, 3.829], [-2.669, -0.688, 1.507], [-1.350, -0.260, 1.595], [-3.093, -1.018, 0.231], [-2.246, -0.934, -0.786], [-4.411, -1.454, 0.128], [-4.905, -1.773, -1.068], [-5.220, -1.543, 1.248], [-6.476, -1.948, 1.116], [-4.039, 5.980, -3.554], [-3.086, 5.023, -3.435], [-1.726, 5.372, -3.363], [-0.767, 4.400, -3.233], [-1.147, 3.059, -3.164], [-2.485, 2.688, -3.261], [-3.444, 3.665, -3.396], [0.103, 1.900, -2.927], [-0.589, 0.552, -2.688], [1.031, 1.846, -4.004], [0.847, 2.093, -1.559], [0.735, 2.714, -0.356], [1.154, 4.309, 0.084], [0.757, 3.941, 1.720], [0.367, 2.656, 1.846], [0.380, 1.952, 0.662], [-3.798, 6.954, -3.516], [-5.013, 5.739, -3.541], [-1.436, 6.414, -3.405], [0.279, 4.679, -3.183], [-2.773, 1.647, -3.210], [-4.487, 3.386, -3.460], [0.824, 4.687, 2.494], [0.061, 2.170, 2.760], [-4.979, 1.730, -0.775], [-4.046, 2.901, 0.164], [-4.137, 2.492, 1.896], [-4.697, 4.512, -0.098], [-2.527, 2.857, -0.192], [-1.893, 3.877, -0.217], [-2.083, 1.651, -0.393]],
  "de_lowest_ev": 0.768,
  "homo_energy_ev": -10.760,
  "total_charge": 1,
  "energy_ev": -300930.1989
}

{
  "formula": "C32H62Br4N6O2S2",
  "method": "the ωB97M-V functional and the def2-TZVPD basis",
  "symbols": ["C", "C", "C", "C", "N", "H", "H", "H", "H", "H", "H", "H", "C", "C", "C", "C", "N", "H", "H", "H", "H", "H", "H", "H", "C", "C", "C", "C", "N", "H", "H", "H", "H", "H", "H", "H", "C", "C", "C", "C", "N", "H", "H", "H", "H", "H", "H", "H", "C", "C", "C", "C", "N", "H", "H", "H", "H", "H", "H", "H", "C", "C", "C", "C", "N", "H", "H", "H", "H", "H", "H", "H", "C", "S", "O", "C", "H", "H", "H", "H", "H", "H", "C", "S", "O", "C", "H", "H", "H", "H", "H", "H", "Br", "C", "C", "Br", "H", "H", "H", "H", "Br", "C", "C", "Br", "H", "H", "H", "H"],
  "coordinates": [[3.296, 0.687, -4.158], [1.953, -0.044, -4.312], [2.065, -1.539, -3.995], [2.110, -1.819, -2.567], [2.127, -1.993, -1.439], [3.821, 0.348, -3.260], [3.153, 1.762, -4.095], [3.939, 0.454, -5.007], [1.678, 0.037, -5.368], [1.179, 0.467, -3.740], [2.933, -1.974, -4.491], [1.200, -2.065, -4.413], [3.418, 3.226, -1.511], [1.937, 3.299, -1.326], [1.310, 4.593, -1.899], [1.873, 5.791, -1.262], [2.312, 6.720, -0.768], [3.946, 4.039, -1.023], [3.652, 3.235, -2.582], [3.798, 2.259, -1.175], [1.640, 3.189, -0.279], [1.443, 2.462, -1.833], [0.234, 4.615, -1.729], [1.528, 4.646, -2.967], [-3.156, 5.188, 2.033], [-1.756, 4.594, 2.143], [-1.530, 3.422, 1.194], [-2.364, 2.265, 1.468], [-3.022, 1.353, 1.686], [-3.368, 5.977, 2.746], [-3.917, 4.410, 2.157], [-3.290, 5.572, 1.016], [-1.507, 4.301, 3.170], [-1.013, 5.368, 1.924], [-0.485, 3.102, 1.265], [-1.676, 3.719, 0.150], [-1.111, -0.184, -4.355], [-2.364, -0.414, -3.519], [-3.557, 0.471, -3.944], [-4.056, 0.130, -5.274], [-4.442, -0.118, -6.314], [-1.089, -0.846, -5.222], [-0.223, -0.492, -3.785], [-0.997, 0.862, -4.625], [-2.183, -0.238, -2.458], [-2.669, -1.461, -3.583], [-3.218, 1.508, -3.977], [-4.344, 0.346, -3.202], [4.185, -2.051, 1.244], [5.497, -1.905, 1.976], [6.704, -2.268, 1.122], [6.707, -1.507, -0.150], [6.705, -0.908, -1.140], [3.967, -3.112, 1.110], [4.111, -1.479, 0.326], [3.381, -1.669, 1.882], [5.523, -2.512, 2.883], [5.617, -0.873, 2.330], [6.682, -3.325, 0.839], [7.661, -2.042, 1.595], [0.037, 0.056, 0.088], [-0.154, -0.729, 1.377], [-1.346, -1.689, 1.465], [-2.250, -1.589, 0.324], [-2.939, -1.511, -0.582], [0.957, 0.649, 0.100], [-0.805, 0.751, -0.049], [0.106, -0.471, -0.867], [-0.174, -0.024, 2.213], [0.787, -1.253, 1.582], [-1.938, -1.474, 2.356], [-1.002, -2.716, 1.590], [0.042, -5.333, -1.412], [0.146, -4.499, -3.008], [-0.492, -5.366, -4.023], [-1.052, -3.236, -2.590], [0.643, -6.236, -1.416], [-1.002, -5.594, -1.241], [0.418, -4.615, -0.680], [-1.250, -2.670, -3.499], [-0.650, -2.583, -1.819], [-1.982, -3.699, -2.266], [-3.361, -2.302, 5.707], [-1.955, -1.302, 6.161], [-0.861, -1.796, 5.300], [-2.490, 0.216, 5.381], [-3.410, -2.336, 4.617], [-4.282, -1.988, 6.191], [-3.159, -3.329, 6.023], [-2.773, 0.024, 4.351], [-1.627, 0.890, 5.403], [-3.290, 0.689, 5.952], [3.906, -0.453, 5.803], [3.536, 0.950, 4.537], [2.296, 0.664, 3.744], [1.862, 2.302, 2.792], [4.400, 1.008, 3.878], [3.462, 1.893, 5.065], [1.461, 0.439, 4.390], [2.432, -0.113, 3.007], [-5.206, -2.479, 2.216], [-5.968, -1.898, 0.532], [-6.127, -0.418, 0.597], [-6.785, 0.228, -1.109], [-6.899, -2.438, 0.414], [-5.251, -2.180, -0.229], [-5.167, 0.071, 0.733], [-6.793, -0.090, 1.387]],
  "homo_energy_ev": -8.897,
  "energy_ev": -349063.3151
}

{
  "formula": "C4H7PS",
  "method": "the ωB97M-V functional and the def2-TZVPD basis",
  "symbols": ["C", "C", "C", "S", "P", "C", "H", "H", "H", "H", "H", "H", "H"],
  "coordinates": [[1.020, 0.805, -0.953], [-0.169, 0.377, -0.070], [-0.727, 1.501, 0.628], [0.181, 0.524, 1.795], [-0.420, -1.742, 1.484], [-0.780, -1.039, -0.253], [0.917, 1.237, -1.937], [1.537, -0.133, -1.123], [1.558, 1.546, -0.251], [-1.786, 1.802, 0.879], [0.850, -2.264, 1.214], [-1.959, -0.974, -0.406], [-0.223, -1.640, -1.004]],
  "de_lowest_ev": 2.908,
  "homo_energy_ev": [-7.665, -7.666],
  "energy_ev": -24381.4945,
  "smiles": "C[C@]12C=S1#[PH]C2"
}